<w>
16
Properties=species:S:1:pos:R:3 method="wB97M-V/def2-TZVPD" charge=+1 lumo_ha=-0.1583 e_homo_ha=-0.55549
N -0.78 0.17 2.31
H -1.46 -0.30 1.71
H -0.51 -0.44 3.08
H 0.05 0.37 1.74
H -1.08 1.09 2.65
C 0.97 0.97 -0.59
C 0.59 -0.50 -0.69
C -0.50 -0.82 -1.71
H 1.55 1.31 -1.45
H 1.63 1.18 0.26
H 0.10 1.64 -0.53
H 0.31 -0.89 0.29
H 1.48 -1.07 -0.96
H -0.99 -1.76 -1.51
H -1.23 -0.03 -1.88
H -0.10 -0.93 -2.71



<x>
16
Properties=species:S:1:pos:R:3 method="wB97M-V/def2-TZVPD" charge=+1 lumo_ha=-0.1573 e_homo_ha=-0.55628
N -0.43 1.32 -1.80
H -0.28 1.84 -0.93
H 0.11 0.48 -2.01
H -1.40 0.99 -1.74
H -0.32 2.08 -2.48
C 1.23 -0.17 0.18
C -0.18 -0.77 0.34
C -0.57 -1.01 1.80
H 1.27 0.87 0.51
H 1.73 -0.22 -0.79
H 1.98 -0.57 0.87
H -0.24 -1.72 -0.21
H -0.87 -0.19 -0.28
H -1.59 -1.37 1.94
H 0.14 -1.59 2.37
H -0.60 0.03 2.23



Stability summary - winner: <w>; margin: 0.0165 hartree.